i | 19
Properties=species:S:1:pos:R:3:nbo_charge:R:1 method="wB97M-V/def2-TZVPD" lumo_energy_ev=-1.599 spin_multiplicity=1 e_homo_ev=-8.3875 mol_weight_g_mol=113.16
C 2.15637 -0.74244 0.09883 -0.377
C 1.39281 0.62393 0.42065 -0.480
C 0.07714 0.73683 -0.22915 -0.034
C -1.12244 0.33204 0.19986 -0.300
C -2.30065 0.58655 -0.50331 0.142
C -3.52586 -0.19953 -0.11691 -0.096
O -3.03658 -1.40189 0.00016 -0.642
N 3.73299 -0.37256 -0.17247 -0.942
H 2.93793 -0.50544 -0.93134 0.482
H 1.42102 -1.38193 -0.38987 0.234
H 2.06994 1.42427 0.13344 0.247
H 1.31699 0.59659 1.50142 0.225
H 0.05456 1.29180 -1.16840 0.189
H -1.14695 -0.26580 1.10198 0.236
H -2.21854 1.00432 -1.50538 0.189
H -4.23810 -0.01842 -0.95609 0.155
H -3.93346 0.29596 0.79502 0.126
H 4.10665 -0.78886 0.65186 0.403
H 2.25617 -1.21541 1.06970 0.243

ii | 19
Properties=species:S:1:pos:R:3:nbo_charge:R:1 method="wB97M-V/def2-TZVPD" lumo_energy_ev=1.099 spin_multiplicity=1 e_homo_ev=-9.1373 mol_weight_g_mol=113.16
C 2.53442 1.72987 -1.63328 -0.240
O 2.26978 1.04882 -0.46109 -0.416
N 1.08311 0.34467 -0.38877 -0.133
C 0.97505 -0.32661 0.66313 0.055
C -0.18229 -1.23490 0.93537 -0.271
C -1.33366 -0.82822 1.80591 -0.415
C -1.59720 -1.08217 0.36911 -0.208
C -1.99981 -0.04668 -0.57568 -0.616
H 1.77550 2.62792 -1.68682 0.155
H 2.28366 1.09559 -2.41382 0.184
H 3.53844 2.18910 -1.55159 0.205
H 1.74736 -0.44926 1.35584 0.176
H 0.28519 -2.31696 0.93554 0.226
H -1.26273 0.21260 2.09789 0.209
H -1.90149 -1.34226 2.67541 0.225
H -2.04012 -2.07929 0.22768 0.208
H -1.47967 -0.20011 -1.58145 0.223
H -1.62190 0.89810 -0.11683 0.220
H -3.07365 -0.24021 -0.65653 0.215

iii | 19
Properties=species:S:1:pos:R:3:nbo_charge:R:1 method="wB97M-V/def2-TZVPD" lumo_energy_ev=0.884 spin_multiplicity=1 e_homo_ev=-9.2937 mol_weight_g_mol=113.16
C -2.93157 -1.14086 -1.19084 -0.407
C -2.10249 -0.55879 -0.39901 -0.172
C -0.87555 0.13273 -1.05532 -0.436
C -0.07850 1.02761 -0.04868 -0.509
C 0.70043 0.07902 0.83055 0.675
O 0.03414 -0.68940 1.53072 -0.636
N 2.07407 0.00019 0.75683 -0.625
C 2.72020 0.90425 -0.13775 -0.414
H -2.99970 -1.19126 -2.31905 0.196
H -3.76158 -1.67654 -0.73295 0.191
H -2.23853 -0.46095 0.67528 0.233
H -1.09677 0.68748 -1.98068 0.217
H -0.27068 -0.68116 -1.50648 0.217
H 0.47343 1.88055 -0.49796 0.213
H -0.81446 1.50675 0.64916 0.240
H 2.63699 -0.57882 1.47937 0.421
H 2.01687 1.35278 -0.79422 0.213
H 3.34182 0.36860 -0.91692 0.192
H 3.32588 1.64270 0.40728 0.193

iv | 19
Properties=species:S:1:pos:R:3:nbo_charge:R:1 method="wB97M-V/def2-TZVPD" lumo_energy_ev=0.968 spin_multiplicity=1 e_homo_ev=-9.0599 mol_weight_g_mol=113.16
C 0.49809 -1.43779 1.15017 -0.626
C 0.39402 -0.03037 0.41488 0.086
C -0.19649 1.08899 1.13471 -0.449
C -1.60688 0.73200 0.58276 -0.077
O -1.67555 0.03990 -0.59622 -0.510
C -0.21100 0.16085 -0.93975 0.056
C 1.02515 -0.48336 -1.58065 -0.231
N 1.72698 -0.10902 -0.32715 -0.616
H -0.59064 -1.77020 1.32864 0.221
H 1.20376 -1.34101 2.01262 0.230
H 1.17209 -2.07318 0.46759 0.236
H 0.17938 2.03402 0.76095 0.212
H -0.27718 1.30172 2.22466 0.228
H -2.24031 0.12865 1.20366 0.186
H -2.23320 1.70695 0.54133 0.164
H 0.09334 1.17927 -1.17322 0.156
H 0.96992 -1.49795 -1.64265 0.181
H 1.36397 -0.19113 -2.52251 0.197
H 2.25708 0.78479 -0.71402 0.356

Energies relative to the most stable structure are i 699.8; ii 250.0; iii 0.0; iv 334.0, reported in kJ/mol.

i | 19
Properties=species:S:1:pos:R:3:nbo_charge:R:1 method="wB97M-V/def2-TZVPD" lumo_energy_ev="0.885 / 0.885" spin_multiplicity=1 e_homo_ev="-7.3138 / -7.3133" mol_weight_g_mol=113.16
C -1.10364 1.56960 -1.02536 -0.630
C -0.41666 1.13366 0.24514 -0.111
C 0.67473 0.23904 0.31904 -0.073
C 2.01883 0.54670 0.90181 -0.642
C 0.20908 -1.00107 -0.10406 0.076
N 0.95028 -2.00167 -0.72340 -0.810
C -1.18171 -1.07252 0.14905 0.083
O -1.62387 -1.13585 1.47415 -0.701
H -0.98959 0.83061 -1.81895 0.209
H -0.67680 2.51905 -1.37608 0.201
H -2.17237 1.74109 -0.86935 0.203
H -0.47446 1.90206 1.02496 0.174
H 2.49271 -0.34899 1.30812 0.219
H 2.69612 0.98096 0.15886 0.212
H 1.92037 1.27549 1.71241 0.222
H 1.58134 -1.72544 -1.46043 0.376
H 0.47996 -2.87616 -0.89314 0.382
H -1.82206 -1.65810 -0.52560 0.142
H -2.56224 -0.91845 1.50280 0.469

ii | 19
Properties=species:S:1:pos:R:3:nbo_charge:R:1 method="wB97M-V/def2-TZVPD" lumo_energy_ev=0.939 spin_multiplicity=1 e_homo_ev=-7.8931 mol_weight_g_mol=113.16
C 1.69332 1.22032 1.04648 -0.631
C 1.36423 0.38370 -0.16569 0.094
O 0.48291 1.13284 -1.12520 -0.514
C -0.43216 0.04519 -1.21255 0.379
C -1.88542 0.35594 -1.19486 -0.652
N 0.04963 -1.31970 -1.37637 -0.598
C 0.32518 -0.67022 -0.10528 0.012
C -0.30540 -1.12520 1.16193 -0.626
H 2.29264 2.08927 0.75657 0.229
H 0.79908 1.58724 1.55740 0.215
H 2.28606 0.63713 1.75993 0.219
H 2.27239 0.07148 -0.69559 0.193
H -2.23210 0.64669 -0.20011 0.218
H -2.48574 -0.49747 -1.52909 0.212
H -2.09560 1.18026 -1.88436 0.236
H -0.72100 -1.98334 -1.30091 0.369
H -0.55379 -0.28559 1.81811 0.214
H -1.23191 -1.68188 0.98486 0.214
H 0.37767 -1.78667 1.70473 0.215

iii | 19
Properties=species:S:1:pos:R:3:nbo_charge:R:1 method="wB97M-V/def2-TZVPD" lumo_energy_ev=-1.480 spin_multiplicity=1 e_homo_ev=-8.1552 mol_weight_g_mol=113.16
C -1.16620 -0.71222 0.70234 -0.094
C -1.60614 0.73770 0.50340 -0.408
C -0.45928 1.67200 -0.40674 -0.364
C 0.36948 0.60111 -0.69445 -0.361
C 1.46981 -0.32642 -0.43646 0.109
C 0.35699 -0.30677 0.58208 -0.247
H -1.32908 -2.27439 -0.57065 0.354
H -2.46472 -1.17810 -0.66435 0.346
H -1.39754 -1.18547 1.58921 0.209
H -1.67229 1.41146 1.55898 0.221
H -2.61302 0.46089 0.13805 0.194
H -1.11323 2.31617 -1.25163 0.224
H 0.33943 2.64271 0.08117 0.222
H -0.07797 -0.04241 -1.56617 0.253
H 1.75008 -1.01136 -1.23355 0.206
H 3.84297 -0.90293 -0.54555 0.296
H 0.77352 0.28492 1.47860 0.230
N -1.51193 -1.35306 -0.64302 -0.814
O 2.59468 -0.13031 0.49826 -0.576

Energies relative to the most stable structure are i 52.0; ii 0.0; iii 869.9, reported in kJ/mol.

i | 57
Properties=species:S:1:pos:R:3:mulliken_charge:R:1 method="wB97M-V/def2-TZVPD" lumo_energy_ev=-15.355 spin_multiplicity=1 charge=+4 e_homo_ev=-19.0677 mol_weight_g_mol=719.52
Cu -0.01117 2.26880 3.12566 0.882
Ba -3.11030 2.70352 1.11754 1.868
Ba -2.77823 0.65868 4.77641 1.855
O -1.54751 0.72122 2.33654 -1.028
H -1.27093 -0.16401 2.64381 0.064
C 0.38734 -5.87481 2.75083 -1.162
C -0.66205 -4.95859 2.01881 -0.273
O -1.23779 -4.09422 3.11058 -0.256
P -0.84624 -2.53018 3.01157 0.410
O -1.46137 -1.72085 4.13540 -0.805
O 0.81416 -2.53473 3.00245 -0.035
C 1.67621 -1.37916 3.21957 0.566
C 3.02036 -1.87367 3.07920 -1.514
O -1.14109 -2.10596 1.42538 0.220
C -2.49216 -2.06992 0.93140 0.135
C -2.59938 -2.72206 -0.44568 -1.296
H -0.07484 -6.68766 3.31098 0.364
H 0.73865 -6.48613 1.91959 0.400
H 1.25961 -5.27438 3.00914 0.275
H -0.25376 -4.44527 1.14823 0.245
H -1.42001 -5.62585 1.60848 0.461
H 1.38990 -0.54409 2.58020 -0.195
H 1.63378 -1.08862 4.26927 0.238
H 3.77810 -1.15408 3.38923 0.445
H 3.18419 -2.68634 3.78690 0.356
H 3.29641 -2.19855 2.07604 0.354
H -3.12951 -2.66431 1.58607 0.501
H -2.90667 -1.09065 0.69200 -0.095
H -3.51595 -2.59712 -1.02218 0.417
H -1.79903 -2.33353 -1.07544 0.281
H -2.48445 -3.80159 -0.34821 0.297
C 1.03259 -0.26640 -0.76732 -1.191
C 0.45460 1.09427 -0.41450 0.246
O 0.54845 1.69730 -1.67404 -0.136
P -0.09798 3.20437 -1.78023 0.427
O -1.28032 3.52583 -0.89767 -0.517
O -0.45276 3.32660 -3.40568 -0.234
C -1.03142 4.46608 -3.87889 -0.175
C -1.51131 4.33111 -5.38246 -1.225
O 1.15875 4.20494 -1.60223 -0.326
C 2.44135 3.77329 -2.06325 -0.152
C 2.45690 3.45336 -3.58326 -0.998
H 0.93803 -1.02231 0.01227 0.184
H 0.40858 -0.52098 -1.62400 0.340
H 2.08779 -0.04620 -0.92913 0.419
H -0.50288 0.80834 0.02090 -0.086
H 0.94937 1.72433 0.32465 0.250
H -1.91956 4.60511 -3.26245 0.173
H -0.44599 5.33412 -3.57578 0.428
H -0.89303 4.92565 -6.05502 0.328
H -1.61003 3.34206 -5.82983 0.336
H -2.53489 4.70075 -5.44377 0.362
H 3.22938 4.49112 -1.83557 0.410
H 2.71869 2.92721 -1.43450 0.136
H 3.41581 3.12937 -3.98777 0.430
H 1.74163 2.74825 -4.00672 0.272
H 2.26198 4.39661 -4.09352 0.324

ii | 57
Properties=species:S:1:pos:R:3:nbo_charge:R:1 method="wB97M-V/def2-TZVPD" lumo_energy_ev=-13.330 spin_multiplicity=1 charge=+4 e_homo_ev=-15.7792 mol_weight_g_mol=719.52
Cu -2.04730 1.90844 1.96154 0.888
Ba -7.56480 1.32604 -0.99998 1.991
Ba -3.62039 -4.39055 2.40936 1.977
O -3.01101 -0.70423 -0.97933 -1.294
H -2.25764 -0.87282 -1.57811 0.438
C 3.48648 -4.03236 3.45237 -0.646
C 4.73870 -4.87374 3.97374 -0.052
O 4.32040 -6.15204 4.34853 -0.820
P 3.30216 -6.59495 5.53815 2.583
O 1.86465 -6.30000 5.25312 -1.124
O 3.75549 -8.08671 5.82043 -0.797
C 5.09737 -8.38063 5.97616 -0.086
C 5.21794 -9.67327 6.75348 -0.634
O 3.88847 -5.80451 6.78968 -0.826
C 3.32092 -6.12548 8.07804 -0.080
C 2.28353 -5.11620 8.43550 -0.642
H 2.73958 -3.99809 4.24551 0.210
H 3.73707 -3.02791 3.11119 0.210
H 2.97305 -4.44119 2.58212 0.201
H 5.56109 -4.91223 3.25940 0.201
H 5.25584 -4.52172 4.86635 0.195
H 5.64606 -8.46757 5.03835 0.195
H 5.70593 -7.68614 6.55534 0.188
H 5.04449 -9.67396 7.82959 0.221
H 4.67907 -10.43774 6.19375 0.217
H 6.25974 -9.99300 6.77709 0.229
H 2.97952 -7.15609 8.17495 0.198
H 4.16415 -6.05332 8.76495 0.205
H 2.19350 -5.29958 9.50619 0.229
H 2.62030 -4.08664 8.31420 0.214
H 1.38266 -5.00824 7.83146 0.212
C -0.94669 3.51346 -7.23982 -0.626
C -2.08968 4.23530 -6.51128 -0.055
O -2.69964 5.43958 -6.85301 -0.788
P -3.81620 6.13955 -5.83360 2.576
O -4.93262 5.31003 -5.35436 -1.136
O -4.22927 7.46612 -6.65380 -0.810
C -5.15212 7.51827 -7.72009 -0.065
C -4.53734 8.34360 -8.86721 -0.647
O -2.89624 6.69867 -4.69466 -0.817
C -3.47152 7.66066 -3.77772 -0.070
C -2.54124 8.04037 -2.74767 -0.654
H -1.10000 3.62368 -8.31333 0.233
H -0.03361 4.01218 -6.91475 0.210
H -0.74368 2.51026 -6.86503 0.223
H -2.82813 3.45151 -6.67998 0.158
H -1.82378 4.38060 -5.46424 0.155
H -5.56853 6.57998 -8.08660 0.190
H -6.01358 7.93225 -7.19605 0.182
H -3.98710 9.24953 -8.61296 0.231
H -3.88714 7.75994 -9.51888 0.223
H -5.27405 8.66227 -9.60465 0.231
H -4.16820 8.36770 -4.22809 0.222
H -4.13462 7.01178 -3.20559 0.151
H -3.05925 8.19896 -1.80184 0.212
H -1.62580 7.52707 -2.45340 0.241
H -2.15696 9.00316 -3.08450 0.231

Energies relative to the most stable structure are i 0.0; ii 629.3, reported in kJ/mol.

i | 13
Properties=species:S:1:pos:R:3:nbo_charge:R:1 method="wB97M-V/def2-TZVPD" lumo_energy_ev=0.429 spin_multiplicity=1 e_homo_ev=-9.8720 mol_weight_g_mol=132.55
O -1.53015 2.29348 0.22986 -0.583
C -0.51727 1.84007 -0.24426 0.542
N -0.13838 0.54062 -0.05536 -0.492
C 1.34462 -0.05492 -0.50492 -0.062
N 1.26024 -1.36988 -0.12201 -0.404
C 0.25155 -1.65106 0.59029 0.139
C -0.86765 -0.50965 0.58109 -0.123
Cl -2.22280 -1.14551 -0.33499 -0.018
H 0.34798 2.24255 -0.84343 0.107
H 2.02931 0.65092 -0.02043 0.226
H 1.14535 0.10087 -1.66950 0.225
H 0.02084 -2.70920 0.79059 0.213
H -1.12365 -0.22829 1.60305 0.230

ii | 13
Properties=species:S:1:pos:R:3:nbo_charge:R:1 method="wB97M-V/def2-TZVPD" lumo_energy_ev=0.822 spin_multiplicity=1 e_homo_ev=-8.8378 mol_weight_g_mol=132.55
C 2.30134 -1.08012 -1.44653 -0.090
N 1.08635 -1.12679 -1.69203 -0.234
N 0.26630 -1.79073 -0.81945 -0.297
C -0.28105 -1.11244 0.15848 0.348
O -0.24890 0.18715 0.31592 -0.472
C -1.38986 0.72533 0.94237 0.069
C -1.45843 2.11174 1.13213 -0.325
Cl -0.29330 3.14903 0.58226 0.061
H 3.04038 -0.66939 -2.06571 0.181
H 2.62567 -1.61007 -0.60553 0.145
H -0.90346 -1.64870 0.82091 0.159
H -2.23709 0.12260 1.28502 0.209
H -2.50796 2.74238 1.39216 0.247

iii | 13
Properties=species:S:1:pos:R:3:nbo_charge:R:1 method="wB97M-V/def2-TZVPD" lumo_energy_ev=0.471 spin_multiplicity=1 e_homo_ev=-7.0799 mol_weight_g_mol=132.55
C 0.57852 -1.55117 -0.69316 -0.394
N 0.22733 -0.17144 -0.41543 -0.356
C 0.14912 0.95158 -1.20782 0.063
N -0.34134 2.01175 -0.66451 -0.446
C -0.65611 1.86716 0.57398 0.010
Cl -0.86631 3.11523 1.69158 0.050
C -0.25974 0.04578 0.81135 0.433
O -0.42534 -0.85344 1.85617 -0.713
H -0.27309 -2.06913 -0.55766 0.208
H 0.87761 -1.48548 -1.79156 0.216
H 1.40602 -1.95708 0.00054 0.225
H 0.73190 0.86028 -2.07626 0.184
H -1.14857 -0.76405 2.47278 0.518

Energies relative to the most stable structure are i 0.0; ii 226.0; iii 213.0, reported in kJ/mol.